Run w
14
Properties=species:S:1:pos:R:3 method="wB97M-V/def2-TZVPD" gap_ha=0.3994 homo_ha=-0.39021 e_lumo_ev=0.2
C -0.002 -0.124 -0.275
C -0.280 -0.791 -1.593
N 0.844 1.892 2.142
N -0.527 -0.439 0.843
O 0.869 0.854 -0.359
O -1.527 2.306 1.499
O -1.107 1.013 3.572
S -0.638 1.633 2.377
H -1.220 -0.408 -1.987
H -0.365 -1.868 -1.478
H 0.514 -0.550 -2.295
H 1.435 1.468 2.839
H 0.989 1.321 0.511
H -1.199 -1.192 0.840

Run x
14
Properties=species:S:1:pos:R:3 method="wB97M-V/def2-TZVPD" gap_ha=0.3848 homo_ha=-0.36601 e_lumo_ev=0.5
C 0.130 -0.230 0.166
C -0.050 2.231 0.892
N 0.796 -1.361 0.223
N 0.689 0.921 0.792
O -1.465 -2.788 -1.166
O -0.649 -1.335 -2.921
O -0.939 -0.113 -0.430
S -1.692 -1.578 -1.910
H 0.715 2.918 0.534
H -0.454 2.289 1.903
H -0.858 1.856 0.231
H 1.647 -1.571 0.745
H 0.479 -2.195 -0.221
H 1.653 0.956 1.162

Energies relative to the most stable structure are run w 1.021; run x 0.000, reported in eV.

Run w
12
Properties=species:S:1:pos:R:3 method="wB97M-V/def2-TZVPD" gap_ha=0.2879 smiles="Cc1ncc(=S)on1" homo_ha=-0.34335 e_lumo_ev=-1.5
C 0.764 1.912 -0.264
C 0.067 0.640 -0.146
C -0.118 -1.557 -0.494
C -1.052 -1.660 0.547
H 0.487 2.620 0.451
H 1.878 1.725 0.008
H 1.030 2.175 -1.367
H 0.398 -2.592 -0.923
N 0.370 -0.458 -0.986
N -0.670 0.603 0.850
O -1.209 -0.479 1.334
S -1.945 -2.930 0.992

Run x
12
Properties=species:S:1:pos:R:3 method="wB97M-V/def2-TZVPD" gap_ha=0.2973 homo_ha=-0.32489 e_lumo_ev=-0.8
C -2.284 0.033 0.012
C -1.519 1.302 0.066
C -0.206 0.885 0.109
C 1.082 1.626 -0.004
H 1.786 -0.604 1.143
H -3.360 0.049 0.000
H -2.222 2.187 0.430
H 0.872 2.753 -0.143
N -0.321 -0.463 -0.026
N -1.594 -0.944 -0.221
O 2.296 1.140 -0.169
S 0.971 -1.671 0.034

Energies relative to the most stable structure are run w 0.000; run x 0.803, reported in eV.

Run w
12
Properties=species:S:1:pos:R:3 method="wB97M-V/def2-TZVPD" gap_ha=0.2871 smiles="Nc1ncc(C=S)o1" homo_ha=-0.31989 e_lumo_ev=-0.9
C 1.797 -0.292 -0.095
C 0.709 1.543 0.078
C -0.259 0.669 -0.111
C -1.655 0.637 -0.031
H 3.474 -1.020 0.805
H 2.157 -2.239 0.249
H 0.619 2.684 0.571
H -1.992 1.710 0.012
N 2.676 -1.328 0.066
N 1.992 0.991 -0.039
O 0.464 -0.537 -0.254
S -2.762 -0.614 0.072

Run x
12
Properties=species:S:1:pos:R:3 method="wB97M-V/def2-TZVPD" gap_ha=0.2907 smiles="C=Cc1nc(=S)o[nH]1" homo_ha=-0.31584 e_lumo_ev=-0.7
C -3.419 -0.050 -0.187
C -2.345 -0.764 0.132
C -0.984 -0.228 0.062
C 1.147 -0.047 -0.003
H -4.413 -0.476 -0.163
H -3.331 0.999 -0.534
H -2.396 -1.824 0.445
H -1.162 1.769 0.647
N 0.106 -0.947 0.011
N -0.731 1.121 0.000
O 0.655 1.240 0.054
S 2.753 -0.317 -0.058

Run y
12
Properties=species:S:1:pos:R:3 method="wB97M-V/def2-TZVPD" gap_ha="0.2931 / 0.2931" homo_ha="-0.29586 / -0.29584" e_lumo_ev="-0.1 / -0.1"
C -0.821 -0.275 0.843
C -1.648 -0.898 -0.117
C 0.560 -0.498 0.688
C 1.752 0.041 0.918
N -1.053 -1.848 -0.953
N -0.390 -1.635 -2.292
O -0.846 -0.847 -3.066
S 0.593 -1.795 -0.590
H -1.144 0.253 1.726
H -2.671 -0.869 -0.242
H 2.145 0.839 1.590
H 2.515 -0.392 0.427

Energies relative to the most stable structure are run w 0.000; run x 0.325; run y 4.756, reported in eV.